(i)
ORCA calculation (ωB97M-V/def2-TZVPD) on C4H2N2O in the gas phase.

Last column: Mulliken charge in e.
Cartesian coordinates (Å):
1 N -1.32 0.50 0.48  -0.3591
2 C -0.88 -0.77 0.71  0.3435
3 O -1.59 -1.75 0.81  -0.5364
4 C 0.57 -0.89 0.81  0.1751
5 C 1.78 -0.81 0.78  -0.1370
6 C 2.51 0.36 0.59  0.4549
7 N 2.59 1.51 0.43  -0.3888
8 H -0.73 1.31 0.40  0.2196
9 H -2.31 0.61 0.33  0.2282

Properties
- spin multiplicity = 1
- Kohn-Sham gap (eV) = 10.452

(ii)
ORCA calculation (ωB97M-V/def2-TZVPD) on C4H2N2O in the gas phase.

Last column: Mulliken charge in e.
Cartesian coordinates (Å):
1 N -1.35 0.61 -0.21  -0.3626
2 C -0.73 -0.56 0.09  0.1337
3 O -1.28 -1.64 0.18  -0.5705
4 C 0.74 -0.48 0.28  0.6706
5 C 1.76 -1.32 0.39  -0.0881
6 C 2.55 0.56 -0.44  -0.0550
7 N 1.55 0.75 0.23  -0.2042
8 H -0.89 1.50 -0.19  0.2399
9 H -2.35 0.57 -0.33  0.2363

Properties
- spin multiplicity = 1
- Kohn-Sham gap (eV) = 10.036

Energies relative to the most stable structure, in hartree: (i) 0.0000; (ii) 0.1019.

(i)
ORCA calculation (ωB97M-V/def2-TZVPD) on 2 unconnected molecules or ions with the total composition C2H4ClNO3.

Last column: Mulliken charge in e.
Cartesian coordinates (Å):
1 C 0.05 -0.24 -1.05  0.6922
2 C -0.29 1.03 -0.22  0.4562
3 N -0.02 0.81 1.08  -0.1079
4 O -0.02 -0.37 -2.34  -0.4407
5 O 0.58 -1.21 -0.43  -0.6714
6 O -0.47 2.13 -0.72  -0.5858
7 Cl 0.09 -2.06 2.40  -0.4525
8 H 0.25 -2.01 0.99  0.4249
9 H -0.09 1.65 1.68  0.2371
10 H 0.21 -0.04 1.56  0.0769
11 H -0.31 0.32 -2.95  0.3710

Properties
- spin multiplicity = 1
- Kohn-Sham gap (eV) = 10.454

(ii)
ORCA calculation (ωB97M-V/def2-TZVPD) on 2 unconnected molecules or ions with the total composition C2H4ClNO3.

Last column: Mulliken charge in e.
Cartesian coordinates (Å):
1 C -1.18 -0.54 -0.99  -0.4181
2 C 1.11 -0.82 1.00  0.3230
3 N -0.74 0.47 -0.29  0.5766
4 O -0.28 1.62 -0.86  -0.4180
5 O -0.57 0.51 0.95  -0.6434
6 O 0.77 -1.51 0.10  -0.4727
7 Cl 2.28 0.50 0.78  -0.2084
8 H -1.35 -1.48 -0.56  0.3203
9 H -1.35 -0.15 -2.01  0.2995
10 H 1.09 -0.76 2.12  0.2717
11 H 0.23 2.16 -0.24  0.3694

Properties
- spin multiplicity = 1
- Kohn-Sham gap (eV) = 10.223

Energies relative to the most stable structure, in hartree: (i) 0.0000; (ii) 0.1814.

(i)
ORCA calculation (ωB97M-V/def2-TZVPD) on C2H4ClNO3 in the gas phase.

Last column: Mulliken charge in e.
Cartesian coordinates (Å):
1 C -0.65 0.39 0.98  -0.5538
2 C -0.42 0.52 -0.48  0.3142
3 N 0.23 -0.34 -1.21  0.7383
4 O 0.64 -0.29 -2.35  -0.6900
5 O 0.62 -1.45 -0.45  -0.5005
6 O 0.50 0.55 1.79  -0.4997
7 Cl -0.92 1.91 -1.27  -0.1609
8 H -1.28 -0.44 1.13  0.2920
9 H -1.19 1.23 1.21  0.3484
10 H 1.23 -0.02 1.69  0.3407
11 H 1.25 -2.06 -1.03  0.3712

Properties
- spin multiplicity = 1
- Kohn-Sham gap (eV) = 9.413

(ii)
ORCA calculation (ωB97M-V/def2-TZVPD) on C2H4ClNO3 in the gas phase.

Last column: Mulliken charge in e.
Cartesian coordinates (Å):
1 N 0.09 0.57 1.71  -0.6210
2 C -0.77 -0.03 0.67  -0.0814
3 O -0.17 -1.20 0.11  -0.3384
4 C 0.53 -1.00 -1.01  0.6522
5 O 0.76 -1.89 -1.70  -0.4212
6 O 1.03 0.26 -1.32  -0.2359
7 Cl 0.07 1.02 -2.49  0.0284
8 H 0.15 1.56 1.51  0.2654
9 H 1.04 0.23 1.54  0.2663
10 H -0.96 0.75 -0.08  0.2025
11 H -1.76 -0.28 1.07  0.2831

Properties
- spin multiplicity = 1
- Kohn-Sham gap (eV) = 9.348

Energies relative to the most stable structure, in hartree: (i) 0.0642; (ii) 0.0000.

(i)
ORCA calculation (ωB97M-V/def2-TZVPD) on 2 unconnected molecules or ions with the total composition C5H13N2.

Last column: Mulliken charge in e.
Cartesian coordinates (Å):
1 C -0.67 -0.51 0.92  -0.3255
2 C 0.20 -1.72 0.75  -0.7493
3 C 0.22 -0.73 -0.56  0.5676
4 C -0.14 -1.41 -1.78  -0.0733
5 N -0.03 -0.75 -3.16  -0.5883
6 C 1.45 0.27 -0.50  -1.2647
7 N -1.10 3.13 2.76  -0.1971
8 H -1.71 -0.59 0.79  0.3109
9 H -0.25 0.31 1.56  0.1668
10 H -0.35 -2.58 0.52  0.3668
11 H 1.19 -1.96 0.76  0.4243
12 H -0.48 -2.43 -1.88  0.3457
13 H -0.67 -1.39 -3.76  0.3566
14 H 0.91 -0.97 -3.61  0.3422
15 H 1.28 0.90 0.31  0.3471
16 H 1.54 0.53 -1.54  0.4437
17 H 2.37 -0.29 -0.28  0.3379
18 H -1.37 3.90 2.12  0.4078
19 H -1.98 2.81 3.21  0.4097
20 H -0.41 3.48 3.36  0.3710

Properties
- spin multiplicity = 2
- charge = +2
- Kohn-Sham gap (spin up / spin down) (eV) = 8.719 / 3.596
- expectation value of S² = 0.753

(ii)
ORCA calculation (ωB97M-V/def2-TZVPD) on a gas-phase ion, C5H13N2 (charge +2).

Last column: Mulliken charge in e.
Cartesian coordinates (Å):
1 C -0.79 0.11 -1.63  -0.7246
2 N -1.88 0.92 -0.99  -0.1530
3 C 0.15 -0.62 -0.66  0.0420
4 N -0.53 -0.96 0.69  -0.1818
5 C 0.12 0.03 1.72  -0.3790
6 C 1.55 -0.22 1.36  -0.5010
7 C 1.42 0.18 -0.23  -0.9836
8 H -1.31 -0.65 -2.20  0.4533
9 H -0.20 0.87 -2.18  0.4469
10 H -1.52 1.82 -0.63  0.3333
11 H -2.60 1.13 -1.70  0.3771
12 H 0.50 -1.54 -1.12  0.4573
13 H -1.47 -0.56 0.63  0.3461
14 H -0.66 -1.94 0.94  0.3527
15 H -0.15 1.04 1.42  0.2310
16 H -0.19 -0.18 2.74  0.3820
17 H 1.91 -1.24 1.25  0.3296
18 H 2.16 0.60 1.72  0.3763
19 H 2.37 -0.03 -0.73  0.3819
20 H 1.14 1.22 -0.39  0.4135

Properties
- spin multiplicity = 2
- charge = +2
- Kohn-Sham gap (spin up / spin down) (eV) = 12.105 / 5.945
- expectation value of S² = 0.754

Energies relative to the most stable structure, in hartree: (i) 0.1166; (ii) 0.0000.

(i)
ORCA calculation (ωB97M-V/def2-TZVPD) on 2 unconnected molecules or ions with the total composition C6H13NO.

Last column: Mulliken charge in e.
Cartesian coordinates (Å):
1 C -0.60 -2.63 0.12  -0.9650
2 C -1.30 -1.40 -0.29  -0.1250
3 C -1.70 -0.99 -1.54  0.1887
4 O -2.31 0.16 -1.69  -0.3025
5 H -1.03 -2.93 1.09  0.3368
6 H -0.77 -3.46 -0.56  0.3803
7 H 0.47 -2.46 0.25  0.2917
8 H -1.51 -0.71 0.52  0.4131
9 H -1.50 -1.53 -2.46  0.4051
10 H -2.88 0.13 -2.50  0.4029
11 C 0.18 1.81 -0.18  -1.1207
12 C 1.44 1.05 0.20  -0.1296
13 C 2.77 0.94 2.10  -0.2753
14 N 1.59 0.97 1.64  -0.4296
15 H 0.09 2.07 -1.23  0.3397
16 H -0.76 1.29 0.05  0.1283
17 H 0.07 2.72 0.41  0.3569
18 H 2.31 1.55 -0.26  0.5037
19 H 1.36 0.03 -0.20  0.0783
20 H 3.65 1.09 1.48  0.2495
21 H 2.90 0.73 3.15  0.2727

Properties
- spin multiplicity = 2
- charge = +1
- Kohn-Sham gap (spin up / spin down) (eV) = 8.255 / 4.419
- expectation value of S² = 0.754

(ii)
ORCA calculation (ωB97M-V/def2-TZVPD) on a gas-phase ion, C6H13NO (charge +1).

Last column: Mulliken charge in e.
Cartesian coordinates (Å):
1 C 2.13 -0.40 1.38  -0.4906
2 C 1.45 0.80 0.65  -0.6839
3 C -0.01 1.01 1.21  -0.5355
4 C -2.19 -0.42 -1.83  -0.4910
5 O -2.04 0.84 -2.47  -0.5163
6 C -1.10 -0.36 -0.73  -0.1234
7 C -0.92 0.77 0.01  0.0722
8 N 1.86 -1.66 0.70  -0.4519
9 H 1.76 -0.32 2.41  0.3298
10 H 3.20 -0.24 1.19  0.3562
11 H 1.50 0.59 -0.43  0.4424
12 H 2.01 1.71 0.86  0.3630
13 H -0.30 2.00 1.54  0.3779
14 H -0.21 0.15 1.86  0.3449
15 H -1.89 -1.18 -2.57  0.2997
16 H -3.22 -0.57 -1.51  0.3590
17 H -2.87 1.23 -2.78  0.3423
18 H -0.76 -1.38 -0.61  0.2978
19 H -1.46 1.64 -0.36  0.3938
20 H 2.12 -2.50 1.22  0.2275
21 H 0.96 -1.72 0.26  0.0862

Properties
- spin multiplicity = 2
- charge = +1
- Kohn-Sham gap (spin up / spin down) (eV) = 8.263 / 4.409
- expectation value of S² = 0.753

Energies relative to the most stable structure, in hartree: (i) 0.0000; (ii) 0.0217.

(i)
ORCA calculation (ωB97M-V/def2-TZVPD) on 3 unconnected molecules or ions with the total composition C3H11NO3.

Last column: Mulliken charge in e.
Cartesian coordinates (Å):
1 C 0.55 -3.20 -1.07  -1.3480
2 C -0.62 -2.37 -0.49  -0.1844
3 C -0.46 -0.87 -0.60  0.4061
4 N -0.08 -0.46 -1.85  -0.3478
5 O -0.85 -0.10 0.25  -0.7034
6 H 1.52 -2.72 -0.96  0.4260
7 H 0.37 -3.58 -2.07  0.3342
8 H 0.66 -4.09 -0.45  0.3557
9 H -1.53 -2.72 -0.95  0.2725
10 H -0.72 -2.66 0.55  0.2752
11 H 0.58 -1.07 -2.30  0.2220
12 H -0.12 0.53 -2.01  0.2671
13 H 0.17 4.99 1.98  0.2993
14 H 0.04 3.47 1.96  0.3332
15 O -0.21 4.27 1.47  -0.6287
16 H 1.14 1.20 2.45  0.3131
17 H 0.49 1.14 1.09  0.3919
18 O 1.16 1.64 1.60  -0.6842

Properties
- spin multiplicity = 1
- Kohn-Sham gap (eV) = 11.026

(ii)
ORCA calculation (ωB97M-V/def2-TZVPD) on 3 unconnected molecules or ions with the total composition C3H11NO3.

Last column: Mulliken charge in e.
Cartesian coordinates (Å):
1 C 0.17 -0.92 3.04  0.1626
2 N 1.36 -0.96 2.40  0.0870
3 C 1.92 0.23 1.77  -0.9179
4 C 2.16 -2.17 2.39  -0.9217
5 O -0.45 0.12 3.16  -0.5967
6 H -0.14 -1.87 3.49  0.2751
7 H 1.23 0.51 0.97  0.2859
8 H 2.96 0.09 1.51  0.3556
9 H 1.70 1.11 2.40  0.3197
10 H 2.34 -2.44 1.34  0.3290
11 H 1.64 -2.99 2.87  0.2990
12 H 3.11 -2.01 2.92  0.3223
13 H -1.44 2.77 -6.76  0.3233
14 H -2.56 2.34 -5.85  0.3175
15 O -2.30 2.30 -6.77  -0.6370
16 H -3.40 1.57 -2.45  0.3207
17 H -4.53 1.39 -3.38  0.3183
18 O -3.76 0.92 -3.05  -0.6429

Properties
- spin multiplicity = 1
- Kohn-Sham gap (eV) = 9.873

Energies relative to the most stable structure, in hartree: (i) 0.0000; (ii) 0.0367.